1.
The following is a DFT calculation (the ωB97M-V functional and the def2-TZVPD basis) of a molecular structure, C3LiNiO6 at a distorted geometry.

Last column: Mulliken spin population.
Element x y z (Å)
C (0.63435, -0.67440, 0.00792)  -0.0038
O (0.44915, -1.83084, 0.31039)  0.0087
C (1.98179, 0.12108, 0.09748)  -0.0059
O (1.80900, 1.38566, 0.02578)  0.1470
O (3.00783, -0.48948, 0.31565)  0.0285
Li (-1.32426, -2.34375, -0.48112)  -0.0004
Ni (0.07974, 2.01709, -0.48290)  1.7070
O (-0.33546, 0.07902, -0.50235)  0.0801
O (-2.56852, -0.49023, 0.30627)  0.0076
O (-1.81409, 1.71736, 0.14898)  0.0292
C (-1.91954, 0.50849, 0.25388)  0.0019

HOMO energy (spin up / spin down) = -14.11 / -14.07 eV
LUMO level (spin up / spin down) = -5.33 / -6.64 eV
molar mass = 197.66 g mol⁻¹
spin multiplicity = 3
total charge = +1
<S²> = 2.00

2.
The following is a DFT calculation (the ωB97M-V functional and the def2-TZVPD basis) of a molecular structure, C3LuO3 at a distorted geometry.

Last column: Löwdin charge in e.
Element x y z (Å)
C (1.90158, 0.77725, 1.05627)  -0.2089
C (1.06627, -0.05900, 0.56395)  -0.4229
O (2.36559, 1.80452, 1.52174)  0.1175
O (-2.37504, -0.30610, -1.34535)  -0.0909
O (0.53017, -1.32016, 0.77461)  -0.3881
C (-3.42278, 0.12661, -1.35286)  0.1642
Lu (-0.06578, -1.02312, -1.21835)  1.8291

energy above the lowest of the compared OMol25 structures with the same formula, charge and spin = 0.0 kcal per mole
HOMO energy (spin up / spin down) = -11.53 / -11.53 eV
LUMO level (spin up / spin down) = -6.59 / -6.59 eV
molar mass = 259.00 g mol⁻¹
total charge = +1

3.
The following is a DFT calculation (the ωB97M-V functional and the def2-TZVPD basis) of 2 unconnected molecules or ions with the total composition C3O4 at a distorted geometry.

Last column: Löwdin charge in e.
Element x y z (Å)
O (-2.14417, 1.70869, -0.03001)  0.1518
C (-1.93982, 0.57766, 0.18478)  -0.1589
C (-1.71633, -0.69090, -0.16356)  -0.1754
O (-1.40272, -1.78194, 0.07808)  0.1542
O (1.27103, 0.19369, -0.13980)  0.2129
C (2.40169, 0.03608, 0.00742)  -0.4287
O (3.53032, -0.04327, 0.06309)  0.2440

energy above the lowest of the compared OMol25 structures with the same formula, charge and spin = 57.0 kcal per mole
HOMO energy (spin up / spin down) = -8.83 / -8.83 eV
LUMO level (spin up / spin down) = -1.38 / -1.38 eV
SMILES = O=C=C=O.O=C=O
molar mass = 100.03 g mol⁻¹